1.
# C29H22BCl5IN8O2Ti

A structure of composition C29H22BCl5IN8O2Ti (wB97M-V/def2-TZVPD, the Open Molecules 2025 dataset).

The geometry in XYZ format:
```
69
Properties=species:S:1:pos:R:3:nbo_charge:R:1
Ti 0.662 0.039 -0.190 1.619
C 4.778 -1.265 0.276 -0.344
C 3.416 -1.506 0.110 0.004
N 2.778 -0.365 -0.155 -0.428
N 3.704 0.613 -0.167 -0.305
C 4.913 0.099 0.080 0.011
B 3.322 2.036 -0.606 0.553
N 2.286 2.680 0.353 -0.309
C 2.337 3.910 0.877 0.014
C 1.077 4.254 1.325 -0.347
C 0.293 3.147 1.012 0.001
N 1.021 2.195 0.428 -0.419
N 2.596 1.934 -1.957 -0.318
C 2.831 2.626 -3.080 0.000
C 1.799 2.383 -3.961 -0.342
C 0.955 1.517 -3.265 -0.001
N 1.438 1.241 -2.054 -0.376
H 5.556 -1.975 0.493 0.235
H 2.858 -2.424 0.180 0.247
H 5.785 0.731 0.092 0.227
H 4.301 2.729 -0.674 -0.029
H 3.262 4.464 0.878 0.226
H 0.769 5.170 1.796 0.234
H -0.761 3.014 1.180 0.225
H 3.711 3.243 -3.165 0.223
H 1.670 2.769 -4.956 0.232
H 0.026 1.094 -3.604 0.222
C 0.717 -4.626 -0.722 -0.648
C -0.557 -3.962 -0.299 0.187
N -1.674 -4.642 -0.376 -0.383
C -2.829 -4.091 0.062 -0.017
C -2.892 -2.872 0.674 -0.040
C -4.199 -2.348 1.205 -0.086
O -4.736 -1.270 0.446 -0.711
C -1.697 -2.109 0.758 -0.172
C -1.630 -0.945 1.594 0.192
N -0.691 -0.060 1.611 -0.607
C -0.784 0.891 2.676 0.177
C -1.979 1.562 2.931 -0.255
C -2.068 2.514 3.931 -0.203
C -0.959 2.815 4.707 -0.205
C 0.236 2.148 4.477 -0.217
C 0.312 1.199 3.471 -0.187
I 2.118 0.209 3.143 0.298
C -0.524 -2.615 0.188 0.374
O 0.589 -1.944 0.143 -0.817
H 0.511 -5.673 -0.930 0.234
H 1.470 -4.550 0.065 0.216
H 1.131 -4.154 -1.612 0.236
H -3.723 -4.689 -0.064 0.196
H -4.105 -2.066 2.260 0.159
H -4.946 -3.138 1.155 0.198
H -4.061 -0.599 0.293 0.467
H -2.421 -0.837 2.337 0.194
H -2.837 1.356 2.302 0.228
H -3.006 3.028 4.096 0.225
H -1.016 3.562 5.486 0.224
H 1.111 2.366 5.074 0.232
Cl 1.077 -1.800 -2.934 0.078
C -0.560 -1.222 -2.804 0.021
C -0.850 -0.324 -1.781 -0.543
C -2.139 0.186 -1.783 0.009
Cl -2.559 1.406 -0.604 0.030
C -3.120 -0.207 -2.694 -0.119
Cl -4.703 0.464 -2.635 0.059
C -2.802 -1.157 -3.660 -0.088
Cl -3.999 -1.689 -4.778 0.059
C -1.508 -1.663 -3.725 -0.111
Cl -1.082 -2.811 -4.934 0.057
```

## Properties
E   -5180.01362 hartree
Frontier orbital gap (spin up / spin down)   7.62 / 7.73 eV
Multiplicity   2
LUMO level (spin up / spin down)   -0.605 / -0.606 eV
E_HOMO (spin up / spin down)   -0.302 / -0.306 Eh
Strongest force on any atom   0.8 eV/A
Energy relative to the best compared isomer or geometry (same formula, charge and spin)   3.4 kJ/mol
Expectation value of S²   0.753


2.
# C16H38IN2O3Si2

A structure of composition C16H38IN2O3Si2 at a distorted geometry (wB97M-V/def2-TZVPD, the Open Molecules 2025 dataset).

The geometry in XYZ format:
```
62
Properties=species:S:1:pos:R:3:nbo_charge:R:1
C -1.552 0.561 -0.565 -0.735
C -2.057 1.109 -1.876 0.808
O -1.352 1.676 -2.580 -0.511
O -3.374 0.932 -2.246 -0.547
C -4.318 1.683 -1.482 -0.066
C -4.740 3.013 -2.119 -0.449
C -4.047 4.263 -1.555 -0.054
O -2.661 4.091 -1.288 -0.537
C -2.309 4.324 0.052 -0.057
C -0.804 4.683 0.100 -0.233
N -0.032 3.992 -0.941 -0.605
C 1.085 4.850 -1.335 -0.247
C 2.075 4.157 -2.253 -0.276
C 2.528 2.794 -1.705 -0.645
I 1.296 3.917 -4.254 0.054
H -1.261 -0.483 -0.648 0.269
H -2.246 0.712 0.261 0.213
H -0.661 1.118 -0.301 0.222
H -5.214 1.063 -1.454 0.185
H -4.021 1.827 -0.440 0.172
H -5.800 3.131 -1.869 0.200
H -4.715 2.960 -3.203 0.224
H -4.548 4.548 -0.626 0.159
H -4.138 5.065 -2.293 0.182
H -2.836 5.178 0.494 0.164
H -2.511 3.434 0.664 0.154
H -0.732 5.744 -0.131 0.183
H -0.390 4.495 1.096 0.176
H 0.315 3.126 -0.547 0.353
H 0.681 5.718 -1.853 0.203
H 1.630 5.150 -0.422 0.163
H 2.959 4.788 -2.295 0.213
H 3.468 2.469 -2.140 0.225
H 1.752 2.064 -1.926 0.233
H 2.656 2.921 -0.628 0.205
C 1.705 -2.732 -1.402 -1.115
Si 1.299 -3.728 0.158 1.825
C 1.152 -5.534 -0.390 -1.133
C -0.414 -3.141 0.716 -1.135
N 2.502 -3.472 1.310 -1.733
Si 2.508 -4.175 2.842 1.824
C 2.589 -6.068 2.809 -1.133
C 1.024 -3.675 3.911 -1.132
C 4.048 -3.606 3.788 -1.115
H 0.930 -2.884 -2.164 0.200
H 1.753 -1.663 -1.179 0.217
H 2.660 -3.048 -1.826 0.223
H 0.509 -5.619 -1.276 0.204
H 0.711 -6.160 0.387 0.216
H 2.134 -5.936 -0.646 0.226
H -0.361 -2.120 1.100 0.218
H -0.836 -3.784 1.490 0.219
H -1.116 -3.150 -0.130 0.202
H 1.652 -6.510 2.467 0.216
H 2.785 -6.464 3.814 0.203
H 3.394 -6.402 2.152 0.225
H 0.899 -2.590 3.904 0.222
H 1.175 -3.991 4.952 0.204
H 0.099 -4.137 3.565 0.215
H 4.052 -2.520 3.902 0.219
H 4.957 -3.912 3.265 0.221
H 4.066 -4.053 4.790 0.198
```

## Properties
E   -1844.43198 hartree
Frontier orbital gap   5.66 eV
Multiplicity   1
LUMO level   2.175 eV
E_HOMO   -0.128 Eh
Strongest force on any atom   5.0 eV/A
Total charge   -1


3.
# C5H8N2S

An isolated molecule of C5H8N2S at a distorted geometry (wB97M-V/def2-TZVPD, the Open Molecules 2025 dataset).

The geometry in XYZ format:
```
16
Properties=species:S:1:pos:R:3:nbo_charge:R:1
C 3.396 0.986 -0.212 -0.432
C 2.234 0.458 0.036 -0.339
S 2.201 -1.367 0.163 0.248
C 0.440 -1.671 -0.142 -0.062
N -0.434 -0.728 -0.104 -0.350
N -1.807 -1.038 -0.056 -0.268
C -2.604 0.166 -0.631 -0.289
C -2.384 0.276 0.729 -0.267
H 4.202 0.304 -0.516 0.209
H 3.595 2.115 0.073 0.221
H 1.262 1.162 0.521 0.252
H 0.079 -2.687 -0.151 0.193
H -3.555 -0.151 -1.020 0.215
H -1.986 0.808 -1.343 0.214
H -1.442 1.021 0.913 0.221
H -3.196 0.346 1.740 0.234
```

## Properties
E   -702.80396 hartree
Frontier orbital gap   9.47 eV
SMILES   C=CS/C=N/N1CC1
Multiplicity   1
LUMO level   0.928 eV
E_HOMO   -0.314 Eh
Strongest force on any atom   5.9 eV/A
Energy relative to the best compared isomer or geometry (same formula, charge and spin)   593.5 kJ/mol